{
  "formula": "CH2F5KNO8S3",
  "method": "ωB97M-V/def2-TZVPD",
  "symbols": ["K", "N", "S", "O", "O", "F", "S", "O", "O", "F", "C", "F", "F", "F", "S", "O", "O", "O", "O", "H", "H"],
  "coordinates": [[7.258851, 14.703600, -2.804247], [7.082635, 15.322178, 0.741257], [5.815870, 14.715278, 1.062649], [4.722567, 15.565761, 1.618624], [5.811924, 13.307033, 1.472368], [5.464727, 14.587237, -0.455785], [7.631933, 15.394247, 2.310026], [8.036661, 14.104405, 2.893112], [7.218556, 16.469428, 3.127077], [9.083824, 15.926489, 1.897746], [9.657259, 16.450381, -5.911923], [10.055449, 17.635042, -5.472348], [10.656453, 15.541089, -5.909451], [8.681854, 16.002744, -5.083667], [8.818154, 16.614319, -7.693997], [8.309545, 15.217221, -7.947542], [7.824799, 17.728389, -7.643766], [9.838019, 16.916365, -8.719887], [8.609026, 17.076554, -2.343713], [8.324714, 17.990561, -2.342863], [9.452200, 17.087935, -2.796665]],
  "atomic_forces_ev_per_a": [[0.02, 0.32, 0.25], [6.59, 3.18, 2.49], [-11.13, -4.58, 1.29], [2.74, -1.80, -1.09], [-0.06, 2.10, -0.24], [-1.47, -0.30, -2.63], [6.66, -1.19, 1.21], [-1.80, 2.29, -1.04], [-1.49, 0.11, 0.17], [0.08, 0.16, -0.57], [-1.13, -0.29, -2.74], [0.52, -0.19, 0.48], [-0.53, 0.94, 0.39], [0.22, -0.18, 0.55], [-0.95, -0.76, -3.95], [0.43, 2.58, 1.86], [1.42, -2.21, 1.41], [-0.05, -0.07, 2.19], [-0.19, -0.41, 0.12], [-0.15, 0.24, 0.06], [0.27, 0.06, -0.20]],
  "lowdin_charge": [0.939, -0.273, 0.370, -0.306, -0.301, -0.255, 0.556, -0.287, -0.246, -0.217, -0.619, 0.128, 0.112, 0.026, 0.539, -0.400, -0.379, -0.377, -0.103, 0.059, 0.034],
  "e_lumo_ev": 1.1,
  "fmax_ev_per_a": 12.101,
  "total_charge": -1,
  "total_energy_ha": -2989.8765
}